114
Properties=species:S:1:pos:R:3 method="wB97M-V/def2-TZVPD" gap_ha=0.1779 total_charge=-2 e_above_lowest_kcal_mol=3.7 e_homo_ev=-2.09 spin_multiplicity=1
Sr 2.07363 -0.51699 -1.61723
C -8.72402 -0.16577 8.20838
O -8.84709 -0.12046 6.80390
C -7.70522 -0.27840 6.07144
C -6.44608 -0.47843 6.61943
C -5.34946 -0.62730 5.77634
C -5.48354 -0.57664 4.39690
C -6.76094 -0.37629 3.86365
C -7.85560 -0.23009 4.68577
C -4.34814 -0.72421 3.48121
N -4.44953 -0.80968 2.17733
C -3.15672 -0.92268 1.71808
C -2.27150 -0.90907 2.76429
N -3.04570 -0.78570 3.89654
C -0.85510 -1.02331 2.61633
C 0.06463 -1.12005 3.67047
C 1.38675 -1.31443 3.37343
C 1.77343 -1.39873 2.02808
N 0.93395 -1.26275 1.02070
C -0.36935 -1.07863 1.30051
C -1.29448 -1.01223 0.16007
N -0.74719 -1.00062 -1.06423
C -1.54469 -1.07187 -2.11091
C -2.94272 -1.11496 -2.00119
C -3.51512 -1.05394 -0.75781
C -2.68220 -1.00260 0.36500
H -9.72537 -0.02463 8.60704
H -8.07320 0.63180 8.57860
H -8.33478 -1.13102 8.54525
H -6.29802 -0.52476 7.68830
H -4.38121 -0.79580 6.23242
H -6.86596 -0.33902 2.78783
H -8.84628 -0.07305 4.27936
H -2.71116 -0.69139 4.83724
H -0.26886 -1.06052 4.70140
H 2.13984 -1.40005 4.14437
H 2.80845 -1.58286 1.77705
H -1.05849 -1.08924 -3.07502
H -3.54652 -1.17440 -2.89661
H -4.58963 -1.04439 -0.62024
O 4.14176 2.09799 -2.64742
S 4.97168 0.93998 -2.91621
O 5.80601 1.05841 -4.09795
O 4.25970 -0.34201 -2.87759
C 6.18128 0.91931 -1.55205
C 7.45265 1.34511 -1.93761
C 8.48584 1.47035 -1.02610
C 8.26475 1.16783 0.30517
C 7.01289 0.73604 0.70576
C 5.96390 0.60445 -0.20375
S 4.43827 -0.02071 0.53017
O 4.71610 -0.04255 1.95846
O 4.20391 -1.35437 -0.02629
O 3.35499 0.89800 0.17267
H 7.59823 1.57175 -2.98329
H 9.46150 1.80411 -1.36096
H 9.06095 1.26292 1.03457
H 6.81439 0.48934 1.73756
C 2.44229 6.74194 -0.15149
C 1.10016 6.45868 0.06332
C 0.57396 5.23647 -0.33241
C 1.38040 4.28015 -0.94649
C 2.73213 4.56802 -1.14674
C 3.25521 5.79338 -0.75832
P 0.82925 2.61649 -1.53364
C -0.74896 2.49596 -0.59052
C -0.64937 2.30052 0.79011
C -1.78172 2.23886 1.58364
C -3.04345 2.33270 1.00512
C -3.15411 2.47425 -0.36879
C -2.01495 2.55926 -1.16267
C 0.23138 3.04779 -3.21426
C -0.14637 4.31643 -3.57146
C -0.60899 4.58612 -4.87701
C -0.67789 3.58080 -5.79822
C -0.28257 2.26109 -5.46665
C -0.33524 1.21717 -6.41931
C 0.05945 -0.04076 -6.06105
C 0.51208 -0.30622 -4.74705
C 0.59453 0.65262 -3.75039
C 0.18324 1.96666 -4.15175
H 2.85384 7.69542 0.15972
H 0.46005 7.19290 0.53997
H -0.47551 5.02705 -0.16344
H 3.36818 3.81474 -1.60110
H 4.30594 6.00397 -0.91846
H 0.33665 2.21007 1.23819
H -1.68451 2.10238 2.65506
H -3.93297 2.25829 1.61998
H -4.13529 2.51458 -0.82819
H -2.10459 2.68433 -2.23540
H -0.09183 5.13047 -2.85893
H -0.90438 5.59551 -5.14228
H -1.03122 3.78381 -6.80550
H -0.68266 1.43500 -7.42529
H 0.02689 -0.84305 -6.79306
H 0.79160 -1.33720 -4.52785
O -0.15078 -3.76788 -3.32014
C 0.82955 -3.82161 -2.56758
O 1.51011 -2.86430 -2.10972
C 1.27274 -5.20979 -2.08364
C 0.61489 -6.34042 -2.55133
C 0.96985 -7.62549 -2.13420
C 1.99751 -7.71107 -1.22789
O 2.56192 -8.84899 -0.67562
C 3.44147 -8.36109 0.33099
O 3.66534 -6.98465 0.10375
C 2.65455 -6.59138 -0.76101
C 2.32638 -5.32408 -1.16884
H -0.19314 -6.17722 -3.25265
H 0.46742 -8.51199 -2.49901
H 4.38844 -8.89949 0.27153
H 2.97735 -8.50328 1.31724
H 2.84016 -4.43472 -0.82784

=====

114
Properties=species:S:1:pos:R:3 method="wB97M-V/def2-TZVPD" gap_ha=0.1913 total_charge=-2 e_above_lowest_kcal_mol=8.3 e_homo_ev=-2.46 spin_multiplicity=1
Sr 1.84730 -1.46974 -1.79674
C -9.56104 -1.73165 7.38624
O -9.61090 -1.76769 5.97654
C -8.41917 -1.78710 5.30974
C -7.17789 -1.78601 5.92780
C -6.02562 -1.80497 5.14668
C -6.08993 -1.82112 3.76204
C -7.35147 -1.82681 3.15732
C -8.49930 -1.81105 3.91794
C -4.89563 -1.82854 2.90906
N -4.91246 -1.97350 1.60772
C -3.59052 -1.90180 1.22011
C -2.77781 -1.71338 2.30435
N -3.62406 -1.67133 3.39042
C -1.35931 -1.57179 2.22071
C -0.51275 -1.37720 3.32017
C 0.82799 -1.21977 3.10010
C 1.30126 -1.25570 1.78179
N 0.52346 -1.44138 0.73460
C -0.79630 -1.60070 0.93381
C -1.65076 -1.78014 -0.24617
N -1.05467 -1.75006 -1.44835
C -1.80079 -1.93445 -2.51909
C -3.18426 -2.14410 -2.47007
C -3.81238 -2.14426 -1.25095
C -3.03806 -1.95674 -0.10266
H -10.59292 -1.71318 7.72700
H -9.04662 -0.83554 7.74472
H -9.06331 -2.61719 7.79154
H -7.08472 -1.77402 7.00383
H -5.06866 -1.81762 5.65463
H -7.40192 -1.84195 2.07715
H -9.47769 -1.81284 3.45543
H -3.36032 -1.49036 4.34095
H -0.91844 -1.34089 4.32627
H 1.52421 -1.05060 3.90967
H 2.34815 -1.10112 1.57002
H -1.28160 -1.89436 -3.46785
H -3.73394 -2.29032 -3.39046
H -4.88187 -2.27988 -1.14961
O 5.61688 -3.68313 -2.36369
S 5.22641 -2.50779 -1.62368
O 6.31307 -1.86432 -0.90118
O 4.43683 -1.51809 -2.38007
C 4.12043 -3.11631 -0.30288
C 4.55679 -2.74623 0.98403
C 3.98775 -3.25440 2.13045
C 2.93039 -4.16407 2.03274
C 2.46122 -4.50560 0.78536
C 3.03525 -3.99440 -0.39294
S 2.12178 -4.58128 -1.83400
O 2.63907 -3.84254 -2.98183
O 2.26496 -6.01776 -1.86357
O 0.77259 -4.09920 -1.49223
H 5.38608 -2.05706 1.04159
H 4.36565 -2.94205 3.09719
H 2.46902 -4.58397 2.91878
H 1.62440 -5.18330 0.68186
C 2.87064 5.62203 -1.10338
C 1.55436 5.46289 -0.69200
C 0.88014 4.27474 -0.94126
C 1.51606 3.22519 -1.59792
C 2.84298 3.39325 -1.99737
C 3.51401 4.58321 -1.76189
P 0.77740 1.59140 -2.00407
C -0.79974 1.64249 -1.07066
C -0.71964 1.66591 0.32524
C -1.87684 1.61507 1.08954
C -3.12122 1.50025 0.48021
C -3.20265 1.45352 -0.90475
C -2.04940 1.53420 -1.67612
C 0.24348 1.90450 -3.72767
C -0.11765 3.14700 -4.18211
C -0.51033 3.33394 -5.52439
C -0.52751 2.27336 -6.38387
C -0.15027 0.97800 -5.95029
C -0.15152 -0.12366 -6.83919
C 0.23030 -1.35436 -6.38634
C 0.61455 -1.53512 -5.03448
C 0.62989 -0.51873 -4.09232
C 0.24514 0.76844 -4.59799
H 3.39851 6.54515 -0.89411
H 1.05014 6.26687 -0.16761
H -0.14462 4.15930 -0.60975
H 3.36179 2.56943 -2.47550
H 4.55070 4.68150 -2.06186
H 0.25618 1.70661 0.80840
H -1.80004 1.63583 2.17118
H -4.02113 1.42826 1.08138
H -4.16674 1.34439 -1.38858
H -2.11772 1.49493 -2.75720
H -0.09809 3.99901 -3.51189
H -0.79429 4.32233 -5.86861
H -0.82720 2.41099 -7.41896
H -0.44474 0.03024 -7.87345
H 0.24896 -2.19782 -7.07073
H 0.91991 -2.54188 -4.74690
O 3.01143 0.11579 -0.07889
C 3.17490 1.14173 0.63303
O 2.37203 1.59153 1.47811
C 4.49914 1.87084 0.47135
C 5.47807 1.36945 -0.37657
C 6.68754 2.04340 -0.56555
C 6.85099 3.22167 0.11999
O 7.94558 4.07239 0.11477
C 7.55612 5.19513 0.89205
O 6.32435 4.90746 1.53201
C 5.88230 3.71680 0.96749
C 4.69543 3.06619 1.17518
H 5.28950 0.43964 -0.89852
H 7.45595 1.64958 -1.21715
H 7.43335 6.06685 0.23601
H 8.32046 5.39085 1.64868
H 3.91518 3.44027 1.82300

=====

129
Properties=species:S:1:pos:R:3 method="wB97M-V/def2-TZVPD" gap_ha=0.2369 total_charge=-1 e_above_lowest_kcal_mol=45.9 e_homo_ev=-5.12 spin_multiplicity=1
Y -0.66186 -1.97633 0.00966
S 7.28296 -2.62765 0.11302
N 6.20725 -2.66064 1.33137
C 4.99799 -2.58841 0.80137
C 3.76161 -2.57356 1.52041
C 3.67964 -2.50037 2.88859
C 2.45399 -2.26182 3.50987
C 1.38392 -1.93008 2.69455
N 1.36193 -1.99650 1.37458
C 2.48674 -2.63413 0.75082
C 2.59957 -2.30090 -0.74234
N 1.44211 -2.18486 -1.39939
C 1.44903 -2.18793 -2.72796
C 2.61824 -2.26384 -3.47311
C 3.82255 -2.31390 -2.80540
C 3.82348 -2.35409 -1.41078
C 5.04012 -2.48846 -0.63229
N 6.25247 -2.50046 -1.13325
H 4.60028 -2.54124 3.45785
H 2.36606 -2.20316 4.58444
H 0.48706 -1.51364 3.14009
H 0.48181 -2.13964 -3.21038
H 2.56713 -2.26968 -4.55322
H 4.76982 -2.35506 -3.32684
C -3.20768 1.12653 4.80774
N -2.61744 0.79791 3.53135
C -1.91191 -0.28442 3.17670
N -1.51837 -0.16895 1.92834
C -2.01463 1.03708 1.55148
N -2.68470 1.65742 2.49317
C -2.26848 1.87529 5.73125
C -2.45402 1.82135 7.10752
C -1.62832 2.54431 7.95742
C -0.60444 3.32247 7.44785
C -0.40781 3.37003 6.07026
C -1.24070 2.65015 5.21753
C 0.66914 4.17152 5.51020
N 1.51376 4.93692 6.12342
N 2.33812 5.46868 5.16424
C 1.94720 4.99228 4.02571
O 0.88739 4.16395 4.17609
C 2.51009 5.19621 2.69981
C 3.68486 5.92748 2.53234
C 4.23402 6.04271 1.26930
C 3.63809 5.41890 0.17940
C 2.46825 4.69343 0.34011
C 1.83989 3.92709 -0.80120
N 1.71938 2.52803 -0.43883
C 0.63988 1.73634 -0.40943
N 0.94639 0.56009 0.09243
C 2.27632 0.68684 0.35588
N 2.78117 1.85927 0.04701
C 1.89965 4.60017 1.60242
H -3.55103 0.20644 5.28002
H -4.07664 1.74995 4.59612
H -1.74454 -1.12969 3.82601
H -1.90493 1.42805 0.55520
H -3.25093 1.21224 7.51863
H -1.78438 2.49472 9.02702
H 0.04857 3.89563 8.09152
H -1.08713 2.71455 4.14868
H 4.15013 6.37936 3.39768
H 5.15214 6.59874 1.13204
H 4.09139 5.49247 -0.80175
H 2.44186 4.01353 -1.70490
H 0.83468 4.28993 -1.01829
H -0.32642 2.03969 -0.77372
H 2.87924 -0.07564 0.81777
H 0.98612 4.03370 1.73922
Cl -0.32878 -4.56158 2.99912
C -1.93320 -4.07141 2.55042
C -2.11033 -3.03938 1.61711
C -3.45564 -2.72653 1.40066
Cl -3.76369 -1.44318 0.27511
C -4.53477 -3.34777 2.01215
Cl -6.15132 -2.85999 1.66847
C -4.29340 -4.37113 2.91973
Cl -5.60352 -5.16331 3.70665
C -2.98108 -4.73473 3.19449
Cl -2.67150 -5.99162 4.33424
N -0.26795 -5.94493 -1.06958
C -1.39175 -5.18921 -1.34663
N -2.48857 -5.72637 -1.84631
N -3.33391 -4.69465 -1.98323
N -2.77372 -3.60700 -1.59110
N -1.51161 -3.86357 -1.17188
C 0.80263 -5.42658 -0.42654
N 2.02032 -6.00819 -0.32724
N 2.77962 -5.13002 0.27883
N 2.03135 -4.10572 0.55710
N 0.78189 -4.23391 0.13953
H -0.25468 -6.89938 -1.38137
C -4.20569 -0.12387 -3.10990
C -3.22691 1.04890 -3.25839
C -3.42938 1.64717 -4.65648
C -3.55934 2.09588 -2.18846
Si -1.45728 0.34891 -3.01706
O -1.27310 -0.39373 -1.62743
C -1.16656 -0.77990 -4.52726
C -1.59874 -2.10929 -4.47127
C -1.36745 -2.99183 -5.51741
C -0.69538 -2.56066 -6.65291
C -0.26613 -1.24248 -6.73547
C -0.50243 -0.36614 -5.68438
C -0.16049 1.74562 -3.33149
C -0.42231 3.05568 -3.73844
C 0.59332 3.92688 -4.11983
C 1.91706 3.51577 -4.08393
C 2.21354 2.23743 -3.62734
C 1.18732 1.38232 -3.26042
H -5.24153 0.23161 -3.15102
H -4.05790 -0.64518 -2.16378
H -4.06504 -0.85281 -3.91081
H -4.48205 1.91477 -4.80296
H -3.15352 0.92594 -5.42862
H -2.83069 2.54440 -4.81706
H -4.57091 2.49171 -2.33227
H -2.86256 2.93957 -2.21069
H -3.51510 1.64690 -1.19190
H -2.11682 -2.45751 -3.58455
H -1.70922 -4.01725 -5.44036
H -0.50697 -3.24525 -7.47119
H 0.25997 -0.89880 -7.61885
H -0.15124 0.65741 -5.76479
H -1.44278 3.41616 -3.77571
H 0.34742 4.92942 -4.45118
H 2.70840 4.18646 -4.39699
H 3.24329 1.90468 -3.56325
H 1.43374 0.39481 -2.90830

=====

118
Properties=species:S:1:pos:R:3 method="wB97M-V/def2-TZVPD" gap_ha="0.2342 / 0.2364" total_charge=+1 e_homo_ev="-9.82 / -9.88" spin_multiplicity=2
Ce -1.20020 0.53480 0.11080
C 1.41330 -1.83920 -4.22560
C 0.42420 -0.86460 -3.60940
N 0.49640 -0.93790 -2.14710
C 1.29530 -1.82070 -1.49510
C 1.83510 -2.86600 -2.23710
N 1.96640 -2.78010 -3.57810
C 1.56360 -1.78150 -0.04980
C 2.70560 -2.46200 0.40470
C 2.82860 -2.77280 1.75330
C 1.89590 -2.21290 2.62620
C 0.92060 -1.35460 2.13010
N 0.70580 -1.20410 0.80940
C 0.07950 -0.58830 3.07000
C 0.49620 -0.35060 4.38840
N -0.21150 0.37340 5.22980
C -1.35300 0.88970 4.79610
C -1.78330 0.67710 3.49140
N -1.07440 -0.05600 2.63470
C 3.83430 -3.71980 2.25250
C 4.25380 -4.79740 1.47040
C 5.10750 -5.73490 2.03060
N 5.54690 -5.66630 3.27330
C 5.18400 -4.63040 4.00690
C 4.33950 -3.63140 3.54940
H 1.66490 -1.71470 -5.26670
H -0.60850 -1.09590 -3.92400
H 2.26220 -3.74230 -1.78170
H 3.47160 -2.75440 -0.29510
H 1.92840 -2.46680 3.67240
H 1.43800 -0.71560 4.77210
H -1.91430 1.48310 5.50390
H -2.71530 1.10120 3.12850
H 3.90290 -4.93030 0.45910
H 5.44340 -6.59350 1.46380
H 5.57580 -4.60620 5.01430
H 4.09010 -2.79720 4.18510
N -2.75410 1.84180 -1.03300
C -3.17530 2.76350 -1.62770
C -3.66200 3.89660 -2.18550
C -3.73170 4.09070 -3.56860
N -3.75940 4.27520 -4.70220
C -3.95970 4.93750 -1.29690
N -4.14990 5.76270 -0.51810
O -0.12590 2.09030 1.19170
As 0.62260 3.53960 1.44740
C 0.91690 4.36260 -0.29760
C -0.22510 4.55530 -1.06790
C -0.12090 5.05230 -2.35570
C 1.12530 5.37100 -2.87500
C 2.26130 5.19520 -2.10170
C 2.15880 4.69480 -0.81380
C 2.17490 3.11510 2.55160
C 3.50350 3.16910 2.16570
C 4.48720 2.61880 2.96900
C 4.14770 2.01570 4.16630
C 2.82560 2.00270 4.58240
C 1.84260 2.54180 3.77370
C -0.61350 4.57030 2.54450
C -0.15390 5.32000 3.61910
C -1.05800 5.96670 4.44400
C -2.41760 5.88100 4.18510
C -2.87910 5.14320 3.10590
C -1.97740 4.47670 2.29330
H -1.20250 4.34970 -0.63770
H -1.00910 5.20080 -2.95200
H 1.21100 5.77050 -3.87550
H 3.23390 5.45890 -2.48930
H 3.04540 4.60000 -0.20440
H 3.79000 3.64350 1.24300
H 5.51450 2.65420 2.64100
H 4.91310 1.56980 4.78370
H 2.55620 1.57590 5.53620
H 0.79990 2.52020 4.08570
H 0.91320 5.38220 3.80500
H -0.69850 6.53020 5.29300
H -3.11820 6.38580 4.83280
H -3.93760 5.08880 2.90140
H -2.33720 3.87210 1.46220
O -0.04670 1.03100 -4.98040
C 0.69180 0.55520 -4.15730
O 0.02460 0.19830 -1.57460
C 1.96180 1.23260 -3.76210
C 2.66760 1.94090 -4.73750
C 3.84070 2.60980 -4.42300
C 4.34780 2.58150 -3.13570
C 3.64090 1.87780 -2.16750
C 2.45940 1.21840 -2.46930
N 4.07810 1.82530 -0.80410
O 3.37440 1.23190 0.00010
O 5.11030 2.38740 -0.50500
H 2.28520 1.96230 -5.74630
H 4.36280 3.16280 -5.18700
H 5.26340 3.09070 -2.87720
H 1.92520 0.77620 -1.64390
C -2.50760 -5.34350 -1.13750
N -1.71290 -4.10540 -1.12960
C -2.28210 -3.10780 -2.05190
C -1.55910 -3.53870 0.26280
C -2.78290 -2.78170 0.73000
C -3.79300 -3.51490 1.35100
C -4.95440 -2.89310 1.76260
C -5.08550 -1.53040 1.55740
C -4.05620 -0.80740 0.97320
C -2.83740 -1.37990 0.51830
H -2.60620 -5.72690 -2.15120
H -3.49710 -5.13410 -0.73570
H -2.03120 -6.10460 -0.52280
H -0.76930 -4.33180 -1.46110
H -3.34700 -3.00280 -1.85300
H -2.13250 -3.41930 -3.08410
H -1.81430 -2.13290 -1.87150
H -0.71140 -2.84810 0.23210
H -1.33410 -4.37370 0.92930
H -3.66340 -4.57350 1.54010
H -5.74050 -3.46400 2.23250
H -5.99190 -1.03240 1.87040
H -4.22650 0.26500 0.84010